Record 1
Molecular formula: C17H18CaF12N2O20S4
Method: DFT, the ωB97M-V functional and the def2-TZVPD basis

ORCA input file:
```
! RIJCOSX wB97M-V def2-TZVPD def2/J DEFGRID3
* xyz 1 2
Ca -0.3611 0.5858 -1.2724
C 0.8803 -3.1708 -3.5892
F 0.1138 -4.0849 -4.1971
F 1.0442 -3.5207 -2.3256
F 2.0561 -3.0500 -4.1338
S -0.2281 -1.4812 -3.7571
O -0.4721 -1.3843 -5.2254
O -1.4214 -1.7318 -2.9807
N 0.7357 -0.2347 -2.9870
S 1.6253 0.3166 -4.1759
O 2.0899 -0.5147 -5.2519
O 1.1033 1.6116 -4.6263
C 3.2791 0.7963 -3.2017
F 4.1411 1.5367 -3.9247
F 2.9860 1.6035 -2.1346
F 3.8865 -0.3615 -2.8591
C -3.2366 3.3064 -2.3990
F -3.0041 3.7831 -1.1876
F -3.9412 2.2022 -2.2287
F -3.9450 4.1461 -3.1655
S -1.5923 2.8845 -3.2780
O -1.8207 1.5781 -3.8799
O -1.3834 3.9513 -4.2761
N -0.4626 2.7851 -1.8732
S 0.2147 4.1303 -2.0773
O 1.2973 4.2446 -3.0251
O -0.7335 5.2414 -2.0057
C 1.0945 4.3176 -0.3154
F 2.2471 3.7325 -0.2571
F 1.3585 5.6272 -0.2688
F 0.4088 3.9975 0.7837
C -5.4264 0.4130 1.4322
C -5.4862 -0.9255 0.6548
O -4.4074 -0.9599 -0.2122
C -3.6276 0.0789 -0.0041
O -2.5716 0.2958 -0.6055
O -4.1229 0.8080 0.9523
H -5.2854 0.2732 2.5039
H -6.2531 1.0647 1.1494
H -6.4180 -1.0485 0.1029
H -5.3907 -1.7501 1.3611
C 2.8087 0.5049 3.0957
C 3.9104 1.3022 2.4337
O 3.2754 1.7006 1.2319
C 2.1582 0.9275 1.0125
O 1.4466 0.9631 0.0319
O 1.9498 0.1061 2.0972
H 2.2983 1.0927 3.8586
H 3.2877 -0.3995 3.4708
H 4.6350 0.4931 2.3426
H 4.3989 2.0346 3.0765
C -0.4363 -0.6174 4.4272
C -1.7586 -1.2523 3.9967
O -1.8804 -0.7801 2.6727
C -1.1281 0.2750 2.4778
O -0.9931 0.9378 1.4410
O -0.4492 0.5543 3.6139
H 0.4498 -1.2477 4.3522
H -0.5847 -0.3347 5.4694
H -2.5761 -1.0818 4.6971
H -1.6267 -2.3318 3.9235
C 2.9213 -3.0641 2.4379
C 2.2657 -3.6630 1.2010
C 0.9214 -4.3973 1.4266
O -0.0395 -3.5729 0.8017
C 0.5468 -2.4341 0.4026
O -0.1026 -1.4707 -0.0473
O 1.8663 -2.5243 0.4940
H 2.1443 -2.6669 3.0910
H 3.5136 -2.1971 2.1453
H 3.5094 -3.7698 3.0245
H 2.8887 -4.3591 0.6394
H 0.5538 -4.4360 2.4521
H 0.8543 -5.3849 0.9702
*
```

## Properties
⟨S²⟩ = 0.76
Largest force on an atom = 0.120 Eh/bohr
HOMO energy (alpha / beta) = -12.156 / -12.154 eV
Molecular weight = 966.6 g mol⁻¹
E_tot = -156229.4550 eV
E_LUMO (alpha / beta) = -2.47 / -8.69 eV
Frontier orbital gap (alpha / beta) = 9.68 / 3.47 eV

Record 2
Molecular formula: C17H18N3O2Pt
Method: DFT, the ωB97M-V functional and the def2-TZVPD basis

ORCA input file:
```
! RIJCOSX wB97M-V def2-TZVPD def2/J DEFGRID3
* xyz -1 1
Pt 0.4519 0.0563 -0.9300
N -3.9751 -1.7178 -1.3232
C -2.7087 -1.1967 -1.3759
O -1.7509 -1.9330 -1.2647
C -2.6665 0.3087 -1.6131
C -1.4347 1.1153 -1.1182
H -4.0847 -2.6950 -1.1182
H -4.7932 -1.1409 -1.3785
H -3.5957 0.7118 -1.1842
H -2.7549 0.4205 -2.6996
H -1.6511 1.5026 -0.1173
H -1.3592 1.9903 -1.7668
C -2.3872 -0.0945 4.2172
C -1.0502 0.0060 4.5841
C -0.0515 0.0024 3.6314
C -0.3578 -0.0977 2.2593
C -1.7040 -0.2379 1.9124
C -2.6996 -0.2265 2.8721
N 0.6150 -0.0848 1.2574
N 1.8128 -0.0441 1.7128
C 2.7844 -0.0452 0.7739
C 4.1224 -0.0688 1.2219
C 5.1518 -0.0965 0.3145
C 4.8671 -0.0877 -1.0568
C 3.5547 -0.0349 -1.5020
C 2.4743 -0.0242 -0.6179
H -3.1693 -0.0793 4.9662
H -0.7846 0.0917 5.6317
H 0.9874 0.0700 3.9144
H -1.9546 -0.3762 0.8757
H -3.7342 -0.3205 2.5633
H 4.3066 -0.0711 2.2912
H 6.1787 -0.1239 0.6611
H 5.6796 -0.1244 -1.7745
H 3.3798 -0.0259 -2.5724
C 0.2771 1.2114 -3.8143
C 0.5874 0.0292 -2.8995
O 0.8892 -1.0306 -3.4258
H 0.7735 1.0722 -4.7767
H 0.5771 2.1511 -3.3518
H -0.8031 1.2385 -3.9792
*
```

## Properties
Relative energy (zero: lowest compared OMol25 entry of this formula, charge and spin) = 0.0 kJ/mol
Largest force on an atom = 0.036 Eh/bohr
HOMO energy (alpha / beta) = -3.493 / -3.495 eV
Molecular weight = 491.4 g mol⁻¹
E_tot = -29733.3106 eV
E_LUMO (alpha / beta) = 2.41 / 2.41 eV
Frontier orbital gap (alpha / beta) = 5.91 / 5.91 eV

Record 3
Molecular formula: C17H18N3O4Pd
Method: DFT, the ωB97M-V functional and the def2-TZVPD basis

ORCA input file:
```
! RIJCOSX wB97M-V def2-TZVPD def2/J DEFGRID3
* xyz -1 3
Pd 1.4185 0.3181 -0.0541
C 5.5587 -1.4249 0.1522
C 4.2213 -0.9653 0.6924
C 3.8047 -1.7842 1.9055
O 3.2018 -1.0897 -0.3261
C 4.2388 0.5230 1.1065
O 5.2941 1.0129 1.4988
O 3.0998 1.1091 1.0591
H 5.5530 -2.5094 0.0053
H 6.3511 -1.1543 0.8464
H 5.7654 -0.9382 -0.8020
H 3.8346 -2.8533 1.6646
H 2.7986 -1.5330 2.2322
H 4.4995 -1.5994 2.7275
H 2.8465 -1.9887 -0.3323
N -8.0635 3.3608 -0.6489
C -6.9477 3.0845 -0.5973
C -5.5411 2.7392 -0.5365
C -5.1480 1.4660 -0.1278
C -3.8061 1.1398 -0.0714
C -2.8189 2.0721 -0.4193
C -3.2319 3.3483 -0.8230
C -4.5733 3.6790 -0.8820
C -1.4329 1.7220 -0.3628
C -0.2434 1.4590 -0.3742
H -5.9012 0.7380 0.1437
H -3.4930 0.1556 0.2506
H -2.4775 4.0755 -1.0914
H -4.8798 4.6680 -1.1984
N -0.5119 -1.8491 -0.8875
C -1.5951 -2.0226 -1.6455
C -1.2203 -1.8009 -2.9593
C 0.1376 -1.4669 -2.8718
N 0.5649 -1.5032 -1.6100
H -0.3903 -1.7588 0.1471
H -2.5497 -2.2776 -1.2132
H -1.8399 -1.8557 -3.8391
H 0.8251 -1.2053 -3.6615
C 0.5269 -0.6029 2.6150
O 0.5983 -1.0349 1.2841
H 0.5617 -1.4586 3.3023
H -0.3980 -0.0487 2.8260
H 1.3628 0.0548 2.8761
*
```

## Properties
⟨S²⟩ = 2.01
Relative energy (zero: lowest compared OMol25 entry of this formula, charge and spin) = 51.2 kJ/mol
Largest force on an atom = 0.015 Eh/bohr
HOMO energy (alpha / beta) = -5.096 / -5.434 eV
Molecular weight = 434.8 g mol⁻¹
E_tot = -34059.6776 eV
E_LUMO (alpha / beta) = 2.64 / 2.51 eV
Frontier orbital gap (alpha / beta) = 7.73 / 7.95 eV

Record 4
Molecular formula: C17H18N4O3Pd
Method: DFT, the ωB97M-V functional and the def2-TZVPD basis

ORCA input file:
```
! RIJCOSX wB97M-V def2-TZVPD def2/J DEFGRID3
* xyz 0 1
Pd -0.0262 0.2030 0.0753
O 1.8696 -0.4696 -0.1047
C 2.6726 -0.6564 0.8962
C 4.0639 -0.4770 0.7094
C 4.9653 -0.7948 1.6946
C 4.5451 -1.3127 2.9296
C 3.1998 -1.4658 3.1503
C 2.2485 -1.1186 2.1740
C 0.8624 -1.1713 2.5595
N -0.1124 -0.6424 1.9224
C -1.4629 -0.6075 2.4817
C -2.4248 -0.5790 1.3131
N -1.9576 0.4681 0.3996
C -2.7988 1.1707 -0.2680
C -2.4912 2.1808 -1.2258
C -3.5437 3.0134 -1.6659
C -3.3198 4.0657 -2.5087
C -1.9997 4.3056 -2.9417
C -0.9608 3.5071 -2.5521
C -1.1623 2.3937 -1.6868
O -0.1516 1.6578 -1.3896
H 4.3869 -0.0887 -0.2476
H 6.0222 -0.6402 1.5135
H 5.2645 -1.5738 3.6929
H 2.8464 -1.8457 4.1033
H 0.6495 -1.6450 3.5213
H -1.5583 0.3163 3.0606
H -1.6589 -1.4532 3.1453
H -3.4548 -0.4026 1.6340
H -2.3708 -1.5305 0.7820
H -3.8590 1.0011 -0.0677
H -4.5469 2.8069 -1.3080
H -4.1313 4.7029 -2.8303
H -1.8020 5.1416 -3.6022
H 0.0502 3.6906 -2.8912
N 0.3406 -3.9153 -1.8343
C -0.1060 -2.6289 -1.7434
N 0.4048 -1.7620 -2.6700
O -0.9290 -2.2883 -0.9037
H 0.9502 -4.2266 -2.5661
H -0.0456 -4.5855 -1.1971
H 1.3063 -1.9579 -3.0694
H 0.2256 -0.7861 -2.4840
*
```

## Properties
Relative energy (zero: lowest compared OMol25 entry of this formula, charge and spin) = 33.0 kJ/mol
Largest force on an atom = 0.033 Eh/bohr
HOMO energy = -7.423 eV
Molecular weight = 432.8 g mol⁻¹
E_tot = -33505.1844 eV
E_LUMO = 0.41 eV
Frontier orbital gap = 7.83 eV

Record 5
Molecular formula: C17H18NO4
Method: DFT, the ωB97M-V functional and the def2-TZVPD basis

ORCA input file:
```
! RIJCOSX wB97M-V def2-TZVPD def2/J DEFGRID3
* xyz 1 1
O 0.2973 2.1020 1.7101
C -0.8836 1.7970 1.3982
O -1.8485 2.6949 0.8869
C -1.3117 0.2471 1.5531
C -2.7624 -0.2778 1.3698
C -2.9879 -1.8209 1.5167
N -1.9028 -2.7299 1.8139
C -0.5323 -2.2789 2.0331
C 0.6046 -3.3894 2.3610
C 2.0502 -2.7260 2.1605
O 2.6053 -2.2545 3.2049
C 2.8160 -2.5661 0.7864
C 4.1448 -1.7123 0.7865
C 4.9785 -1.4813 -0.5013
C 4.5456 -2.0820 -1.8655
C 3.1995 -2.9067 -1.8880
C 2.3580 -3.1489 -0.5815
C -0.1664 -0.7752 1.9175
H -2.2536 2.2185 0.1132
H -3.6148 0.4362 1.1295
H -4.0423 -2.2452 1.3633
H -2.1378 -3.7332 1.8617
H 0.5157 -4.2516 1.5995
H 0.4547 -3.8054 3.4303
H 4.4714 -1.2508 1.7778
H 5.9316 -0.8609 -0.4674
H 5.1456 -1.9388 -2.8245
H 2.8879 -3.3087 -2.9116
H 1.3798 -3.7563 -0.6453
H 0.8706 -0.3325 2.0753
C -2.1911 5.4163 -1.5400
C -2.7779 4.1909 -2.1863
O -3.3689 3.3487 -1.5287
C -2.6087 4.0432 -3.6741
H -2.3891 5.3896 -0.4661
H -1.1104 5.4375 -1.6962
H -2.6516 6.3137 -1.9586
H -1.5466 4.0034 -3.9249
H -3.0876 4.8797 -4.1873
H -3.0812 3.1146 -4.0020
*
```

## Properties
Largest force on an atom = 0.107 Eh/bohr
HOMO energy = -11.586 eV
Molecular weight = 300.3 g mol⁻¹
E_tot = -27586.5293 eV
E_LUMO = -5.38 eV
Frontier orbital gap = 6.20 eV